[1]
The following is a quantum chemistry calculation of a structure of composition C29H35N2S6SiV, from the Open Molecules 2025 dataset.

```
74
Properties=species:S:1:pos:R:3:forces:R:3:lowdin_spin:R:1
V 0.0663 -0.3401 0.6278 0.2099 0.1674 0.0419 2.869
S 2.7172 4.2016 5.6814 0.1250 -0.2432 -0.0900 0.000
S -1.6780 -2.2317 0.5664 0.1032 -0.1872 -0.1307 0.023
S 0.2888 -0.4506 3.0596 0.1640 0.0641 0.0787 0.010
S 1.2484 1.7247 4.9152 0.1678 -0.0174 0.0703 0.002
S 2.7409 3.1012 2.9058 0.1285 -0.0651 0.1153 0.001
S 2.0416 1.1879 0.6983 -0.1027 -0.1171 0.0716 0.005
Si -1.5818 1.4535 -0.1939 -0.0549 -0.0063 -0.0038 0.018
N -2.6994 -1.2373 2.7978 -0.3728 -0.0030 -0.1163 0.007
N -4.0556 -2.6974 1.6543 0.0075 0.0158 0.1356 0.004
C -4.3350 3.1735 3.2531 -0.0489 0.0069 0.0503 -0.002
C 2.8063 -2.8235 -0.5413 0.0592 -0.0092 0.0423 0.002
C -3.8612 -5.0613 0.9309 0.0081 -0.0348 0.0204 0.000
C -4.3781 -3.6662 0.6203 -0.0724 0.0937 -0.0683 0.000
C -3.2854 1.5367 -4.0226 0.0147 0.0478 -0.0567 0.000
C -3.7710 -1.9327 4.9246 -0.0285 -0.0143 0.0787 0.000
C -3.6767 0.0750 -1.7171 0.0036 -0.1188 0.0956 -0.002
C 1.3441 1.3463 -2.9363 0.0164 0.0678 -0.0479 0.000
C 1.8990 1.6727 2.3652 -0.1643 -0.2097 0.0116 0.009
C 1.1137 -0.0921 -2.5728 -0.0264 -0.0733 -0.0227 0.002
C -0.0661 -0.7345 -2.9369 0.0158 -0.0426 0.0138 0.003
C -3.6935 -0.9057 3.8014 0.0700 -0.0489 0.0086 0.001
C 0.6195 -2.7148 -1.7888 0.0617 -0.1459 -0.0429 0.010
C -2.7504 2.1317 1.1597 0.0276 0.0160 0.0267 0.001
C -3.9526 1.5298 1.5377 -0.0477 -0.0206 -0.1624 -0.002
C -2.7258 1.0971 -1.6899 0.0864 0.0532 0.0248 -0.004
C -0.3206 -2.0518 -2.5673 0.0251 0.1040 -0.0286 0.006
C 1.8176 -2.1076 -1.4196 -0.0349 0.0355 0.0595 0.009
C -1.6020 -2.7158 -2.9761 -0.0975 -0.0628 -0.0584 0.001
C 1.1909 1.0267 3.3232 0.0498 -0.0316 -0.3459 0.013
C -2.3676 3.2690 1.8770 0.1382 -0.0028 0.0174 -0.002
C -3.1338 3.7783 2.9139 0.0289 0.0601 0.0393 0.000
C -4.2262 0.5173 -4.0174 -0.0353 -0.0191 -0.0492 -0.002
C -4.4238 -0.2071 -2.8512 -0.0825 -0.0658 -0.0243 0.000
C -2.8777 -2.0424 1.7599 0.0353 0.1257 -0.0156 0.012
C 2.0632 -0.8021 -1.8381 -0.1270 0.0147 0.0447 0.004
C -4.7439 2.0487 2.5518 -0.1017 0.0327 0.0470 0.000
C 2.3134 3.0276 4.5691 -0.3589 0.5052 0.1178 0.000
C -2.5609 1.8207 -2.8741 0.0236 0.1459 -0.0205 -0.002
H 2.3614 1.5076 -3.2971 0.0068 -0.0104 0.0192 0.000
H -1.8416 2.6333 -2.8946 0.0063 -0.0183 0.0010 0.000
H -4.7981 0.2911 -4.9096 -0.0016 0.0016 0.0065 0.000
H -1.8799 -2.4351 -3.9934 0.0034 0.0036 0.0002 0.000
H -4.9462 3.5745 4.0530 0.0004 0.0011 -0.0069 0.000
H 0.6462 1.6690 -3.7095 -0.0007 0.0019 0.0086 0.000
H -4.5294 -1.6387 5.6522 0.0070 0.0067 0.0069 0.000
H -1.4382 3.7661 1.6186 0.0036 -0.0048 0.0036 0.000
H -3.4077 0.0656 4.2027 -0.0066 -0.0038 0.0018 0.000
H -3.9639 -3.2974 -0.3169 0.0397 -0.0363 -0.0062 0.000
H -2.7918 4.6534 3.4539 -0.0139 -0.0006 0.0034 0.000
H -5.1560 -1.0075 -2.8255 0.0114 0.0043 -0.0240 0.000
H -4.2980 0.6424 1.0152 -0.0014 0.0071 -0.0204 0.000
H -3.8237 -0.5455 -0.8390 0.0196 -0.0002 0.0367 0.000
H -5.6901 1.5768 2.7968 0.0119 -0.0174 0.0064 0.000
H -1.8313 -0.7004 2.8026 0.1268 0.0379 0.0783 0.004
H -4.2940 -5.4393 1.8594 0.0063 0.0032 0.0080 0.000
H -0.9522 2.7378 -0.6656 -0.0298 -0.0218 0.0027 -0.001
H 2.7299 -2.4662 0.4895 0.0050 0.0005 -0.0091 0.001
H 0.4220 -3.7331 -1.4688 -0.0034 0.0034 0.0039 0.000
H 2.6307 -3.8995 -0.5399 -0.0110 0.0053 -0.0023 0.000
H -4.0221 -2.9324 4.5644 -0.0067 -0.0042 -0.0496 0.000
H -4.6654 -0.7521 3.3219 0.0025 -0.0399 0.0156 0.000
H -2.4174 -2.4044 -2.3206 0.0132 0.0045 0.0187 0.000
H -0.8092 -0.1941 -3.5114 -0.0184 0.0068 -0.0235 0.000
H -1.5201 -3.8027 -2.9249 0.0065 0.0057 0.0182 0.000
H 1.2007 1.9818 -2.0590 -0.0011 0.0017 0.0093 0.000
H -2.7771 -5.0420 1.0343 0.0175 0.0063 -0.0032 0.000
H -5.4660 -3.6634 0.5172 0.0279 -0.0448 0.0083 0.000
H -4.1197 -5.7564 0.1311 -0.0113 0.0112 -0.0300 0.000
H -4.6678 -2.6720 2.4524 0.0012 0.0421 -0.0032 0.000
H -3.1156 2.1194 -4.9213 -0.0234 -0.0146 -0.0078 0.000
H -2.8117 -2.0048 5.4361 0.0166 0.0202 -0.0122 0.000
H 3.8309 -2.6393 -0.8668 -0.0039 0.0050 -0.0103 0.000
H 2.9936 -0.3210 -1.5590 -0.0140 0.0198 0.0236 0.000
```
Positions in Å, forces in eV/Å.

Computed properties:
- frontier orbital gap (spin up / spin down) (eV) = 6.1 / 6.1
- multiplicity = 4
- charge = -1
- expectation value of S² = 3.774
- LUMO energy (spin up / spin down) (eV) = 2.2 / 2.2

[2]
The following is a quantum chemistry calculation of a cluster of 2 separate species, C29H36Br3F2NO5SSi in total at a distorted geometry, from the Open Molecules 2025 dataset.

```
78
Properties=species:S:1:pos:R:3:forces:R:3:mulliken_charge:R:1
Br -0.6133 -5.8065 2.3291 0.0890 1.4586 -1.9671 -0.061
Br 2.5611 -3.9071 1.6063 -1.5353 1.6774 -0.8092 -0.047
Br -1.3420 -7.5240 -0.5573 0.5251 2.4661 -0.4263 -0.156
S 0.4913 1.8964 0.2452 0.1452 -1.2982 -0.3569 -0.071
Si 1.6465 1.0550 5.3175 -0.5441 -0.5424 0.2602 0.378
F 3.4488 0.5588 0.0427 -1.0263 -2.3035 3.2099 -0.316
F 4.1899 -1.0992 1.5651 -3.3054 1.6921 -1.2475 -0.304
O -2.6797 1.2437 -1.0105 0.9111 -8.4688 3.4507 -0.532
O -0.0548 0.9186 -7.7278 0.0895 -0.0677 0.5028 -0.486
O -1.1760 0.3911 -4.8844 -0.1681 0.1593 -0.2506 -0.176
O 2.0176 0.8767 -5.4442 0.1283 -0.1867 -0.2997 -0.143
O -3.6001 -3.6445 -0.8415 3.6921 7.9215 2.6939 -0.511
N -3.5841 -1.0744 -0.3947 1.3953 -0.2460 1.1392 -0.172
C -0.0108 2.0476 5.5920 -4.0688 2.9908 0.3688 0.489
C -0.1335 3.5432 4.8661 -3.2510 -0.7020 1.7644 -0.233
C -3.0126 -2.5066 -0.4648 -0.1021 -3.1944 -1.4943 0.151
C 1.6279 -0.9703 0.8840 -4.0240 -1.9155 -1.7649 0.083
C 2.7920 0.7133 2.5903 0.4606 -0.1249 0.3177 -1.080
C 1.6741 -0.4026 6.6060 -0.4335 -1.0435 0.5650 -0.998
C -2.3028 0.9649 -4.2415 0.3968 -0.0528 0.0469 -0.800
C 3.0333 -0.2553 1.2474 0.6189 1.3560 0.4010 0.946
C -2.7743 3.9245 5.8191 3.5391 -1.9941 -0.3104 -0.336
C 1.5818 0.1813 3.5632 -0.8687 -0.2116 -1.0386 0.019
C -0.8858 -5.5505 -0.7051 0.7459 2.5427 3.0901 0.351
C -1.2862 1.5039 6.4737 -0.6681 3.8822 -1.9224 -0.256
C -1.4933 4.4962 4.9664 0.1737 -4.2931 2.1005 -0.451
C 3.1217 2.2772 5.5137 1.3461 1.1226 0.3294 -1.000
C -1.4680 -2.2279 -0.0083 5.2317 1.1919 1.5264 0.440
C -1.0606 -0.6443 -0.0338 0.3737 -2.3819 0.4951 0.459
C 1.2403 -2.5619 0.9534 -2.3326 2.3273 -1.0996 -0.239
C 1.9093 1.8149 -6.5150 -0.4962 -0.1503 0.4466 -0.629
C -0.2480 -3.1841 0.5073 -0.7176 1.4031 -0.2414 0.639
C 0.3869 0.0304 0.3722 -1.1235 -3.9662 -0.8171 -0.268
C -2.4832 -0.0002 -0.5241 0.8899 4.9484 -2.6657 -0.151
C -2.6613 2.4407 6.5826 2.8402 1.2170 -1.9518 -0.407
C -1.5202 -0.2565 -6.1096 0.7540 0.1794 0.3094 -0.635
C 0.4452 1.9960 -6.9246 0.2505 -0.1410 -0.2892 -0.259
C 3.2658 0.2039 -5.4391 -0.3691 0.0960 0.1707 -0.842
C -0.8931 -4.8919 -2.2085 -0.0976 -0.9375 -0.3167 -0.939
C -0.3028 -0.3153 -7.0379 -0.3633 0.2110 -0.1353 -0.358
C -0.5789 -4.8226 0.5700 -0.3313 -0.4732 -4.0590 -0.577
C -3.8674 -0.9057 1.1102 -1.4082 0.5285 2.2712 -0.718
H -1.9950 -4.8032 -2.6510 2.3013 -0.2177 1.3451 0.240
H -0.5160 -1.0462 -7.8235 -0.0595 0.1446 -0.0266 0.404
H 0.9083 2.2179 -1.0657 -0.3900 -1.1056 1.2133 0.188
H -1.9599 1.4619 -3.3296 -0.0249 -0.1886 -0.1797 0.154
H -3.7539 4.6017 5.8833 2.3805 -1.8459 -0.0337 0.266
H -2.3313 0.2807 -6.6133 0.0017 -0.0172 -0.0346 0.370
H 2.7280 3.3692 5.7913 0.9211 -2.4702 -0.3638 0.303
H 3.7882 2.4171 4.5591 -1.3302 -0.3348 1.7534 0.287
H 4.0821 0.9130 -5.2790 0.1593 -0.0484 -0.0581 0.329
H 3.2588 -0.5250 -4.6238 -0.0651 0.1963 -0.0623 0.233
H -2.7709 1.7151 -4.8868 -0.1490 -0.0472 -0.0333 0.366
H -3.2422 -0.0130 1.5863 -1.2254 -1.9201 -1.0913 0.319
H -1.2589 0.4524 7.0333 -0.0687 2.6629 -1.4029 0.081
H -1.8487 -1.2706 -5.8673 -0.1462 -0.1699 -0.1784 0.414
H 0.5460 -0.7437 6.7873 2.4496 0.6937 -0.2643 0.208
H 3.8575 1.8665 6.3595 -1.6466 1.0800 -1.7145 0.285
H 2.1464 -0.0847 7.6365 -0.9647 -0.7721 -2.0128 0.292
H 2.6182 1.8457 2.2949 0.2857 -2.5601 0.3163 0.278
H 3.7823 0.6789 3.2386 -1.8797 -0.1004 -1.6999 0.460
H 2.3113 2.7682 -6.1573 0.0411 0.1763 -0.1875 0.377
H 1.5530 -1.0064 3.6835 0.3537 2.5620 -0.2689 0.299
H -3.5766 2.0380 7.2247 2.2061 1.0331 -1.5938 0.268
H -3.6132 -1.8632 1.7371 -0.3221 1.7338 -1.3090 0.309
H 0.3826 2.8854 -7.5609 0.0642 -0.1612 -0.0487 0.397
H 0.5051 0.4596 3.1313 2.3699 -0.5551 0.6558 0.080
H -0.2019 2.1802 -6.0646 0.1943 -0.1668 0.1203 0.081
H 2.2220 -1.3643 6.1671 -0.9901 2.1488 1.0374 0.282
H -5.0054 -0.6608 1.3301 2.3667 -0.5278 -0.8007 0.286
H 2.4900 1.4823 -7.3836 -0.0550 -0.0048 0.0101 0.372
H -0.3370 -5.6708 -2.9218 -1.0597 1.8198 1.6492 0.385
H -1.5414 5.5479 4.4425 0.1357 -2.4199 1.1729 0.282
H 0.7672 3.9833 4.2368 -2.0076 -1.1392 1.4836 0.215
H 3.4112 -0.3367 -6.3791 0.1358 0.0356 -0.0717 0.344
H 0.5928 -0.6621 -6.5184 -0.1424 0.1239 0.2112 0.128
H -0.3733 -3.8298 -2.2725 -1.0341 -2.3847 0.4400 0.268
H -3.0262 0.1890 -3.9755 -0.1678 0.0707 0.0317 0.350
```
Positions in Å, forces in eV/Å.

Computed properties:
- SMILES = C/C(Br)=C(/Br)c1c(Br)c(C(F)(F)CC[Si](C)(C)c2ccccc2)c(S)c2c1C(=O)N(C)C2=O.COCCOCCOC
- frontier orbital gap (eV) = 6.7
- LUMO energy (eV) = -2.0